C24H66N9O7P3S2 | ωB97M-V with the def2-TZVPD basis set

Calculated values
* HOMO: -8.23 eV
* Kohn-Sham gap: 0.305 Eh
* LUMO level: 0.1 eV
* total charge: 0
* M: 749.90 g mol⁻¹
* electronic energy: -3793.754881 a.u.

Last column: Löwdin charge in e.
CARTESIAN COORDINATES (ANGSTROEM)
C (-5.60, -0.65, 5.35)  -0.055
C (-4.70, -0.77, 4.10)  -0.374
C (-4.82, -2.19, 3.50)  -0.060
C (-3.25, -0.27, 4.32)  -0.108
C (-2.44, -0.99, 5.40)  -0.347
O (-2.21, -2.41, 5.26)  -0.138
S (-2.83, -3.12, 6.58)  0.617
O (-3.96, -3.90, 6.21)  -0.225
O (-1.83, -3.81, 7.32)  -0.206
O (-3.40, -1.82, 7.36)  -0.199
C (-2.57, -0.72, 6.89)  -0.649
S (-2.94, 0.95, 7.45)  0.852
H (-6.03, -1.61, 5.64)  0.079
H (-5.12, -0.17, 6.20)  0.021
H (-6.47, -0.03, 5.10)  0.080
H (-5.14, -0.10, 3.36)  0.123
H (-4.20, -2.94, 3.96)  0.052
H (-4.62, -2.14, 2.42)  0.075
H (-5.85, -2.51, 3.65)  0.080
H (-3.21, 0.80, 4.52)  0.111
H (-2.72, -0.42, 3.38)  0.121
H (-1.43, -0.57, 5.22)  0.152
H (-1.61, -0.93, 7.36)  0.107
H (-4.21, 0.81, 7.87)  -0.111
O (-0.94, 1.54, -1.29)  -0.301
P (-0.09, 0.30, -1.30)  0.731
N (-1.25, -0.85, -0.75)  -0.315
C (-0.94, -2.07, -0.04)  -0.139
C (-2.27, -1.12, -1.75)  -0.137
N (1.00, 0.80, 0.00)  -0.300
C (1.01, 0.16, 1.30)  -0.148
C (0.96, 2.24, 0.26)  -0.155
N (1.03, -0.90, -1.93)  -0.292
C (2.29, -1.26, -1.30)  -0.149
C (1.30, -0.56, -3.36)  -0.138
H (-0.50, -2.85, -0.70)  0.083
H (-1.85, -2.49, 0.40)  0.081
H (-0.26, -1.92, 0.80)  0.049
H (-1.87, -1.68, -2.61)  0.079
H (-2.70, -0.19, -2.12)  0.070
H (-3.09, -1.70, -1.33)  0.079
H (0.01, 0.08, 1.74)  0.078
H (1.62, 0.73, 2.00)  0.080
H (1.48, -0.83, 1.30)  0.060
H (0.09, 2.54, 0.85)  0.082
H (0.97, 2.82, -0.66)  0.066
H (1.86, 2.53, 0.81)  0.079
H (2.93, -0.41, -1.06)  0.087
H (2.86, -1.91, -1.98)  0.071
H (2.13, -1.88, -0.42)  0.063
H (1.86, 0.38, -3.45)  0.081
H (0.36, -0.45, -3.90)  0.074
H (1.86, -1.35, -3.85)  0.076
O (-5.14, 3.42, -3.90)  -0.290
P (-4.12, 4.46, -3.53)  0.727
N (-4.55, 4.73, -1.89)  -0.318
C (-4.32, 5.96, -1.17)  -0.143
C (-4.20, 3.59, -1.05)  -0.135
N (-4.73, 5.73, -4.59)  -0.308
C (-5.36, 6.94, -4.06)  -0.154
C (-5.63, 5.24, -5.65)  -0.158
N (-2.53, 5.19, -3.39)  -0.295
C (-2.16, 6.49, -3.94)  -0.141
C (-1.53, 4.19, -3.86)  -0.135
H (-3.27, 6.12, -0.90)  0.082
H (-4.90, 5.94, -0.24)  0.084
H (-4.68, 6.83, -1.71)  0.045
H (-3.11, 3.49, -0.96)  0.072
H (-4.59, 2.66, -1.48)  0.072
H (-4.62, 3.68, -0.05)  0.079
H (-6.14, 6.71, -3.33)  0.086
H (-5.82, 7.50, -4.87)  0.079
H (-4.65, 7.64, -3.62)  0.054
H (-6.63, 5.03, -5.27)  0.083
H (-5.23, 4.34, -6.11)  0.068
H (-5.71, 5.99, -6.43)  0.078
H (-2.42, 6.61, -4.99)  0.085
H (-1.08, 6.62, -3.84)  0.083
H (-2.58, 7.30, -3.34)  0.064
H (-1.62, 4.00, -4.93)  0.080
H (-1.67, 3.24, -3.33)  0.056
H (-0.51, 4.52, -3.65)  0.076
O (5.12, -2.26, -0.02)  -0.284
P (6.11, -3.29, -0.47)  0.731
N (5.26, -4.73, -0.06)  -0.314
C (5.90, -5.99, 0.25)  -0.139
C (4.11, -4.96, -0.93)  -0.133
N (7.35, -2.91, 0.72)  -0.306
C (7.70, -3.84, 1.79)  -0.150
C (7.17, -1.60, 1.36)  -0.154
N (7.25, -4.08, -1.57)  -0.299
C (8.65, -4.33, -1.26)  -0.136
C (7.18, -3.37, -2.88)  -0.139
H (6.31, -6.50, -0.64)  0.083
H (5.16, -6.66, 0.70)  0.086
H (6.69, -5.89, 0.98)  0.045
H (4.42, -5.22, -1.96)  0.081
H (3.48, -4.07, -0.98)  0.053
H (3.50, -5.78, -0.55)  0.082
H (6.82, -4.20, 2.34)  0.087
H (8.35, -3.35, 2.51)  0.080
H (8.28, -4.70, 1.45)  0.055
H (6.40, -1.62, 2.13)  0.084
H (6.92, -0.83, 0.63)  0.068
H (8.11, -1.30, 1.83)  0.079
H (9.19, -3.45, -0.91)  0.087
H (9.14, -4.68, -2.17)  0.085
H (8.75, -5.15, -0.56)  0.066
H (7.56, -2.35, -2.81)  0.082
H (6.14, -3.32, -3.22)  0.073
H (7.74, -3.91, -3.64)  0.077

---

C4H8O2 | ωB97M-V with the def2-TZVPD basis set

Calculated values
* HOMO: -9.91 eV
* Kohn-Sham gap: 0.402 Eh
* LUMO level: 1.0 eV
* total charge: 0
* M: 88.11 g mol⁻¹
* relative energy (zero: lowest compared OMol25 entry of this formula, charge and spin): 53.4 kcal per mole
* electronic energy: -307.627288 a.u.

Last column: natural (NBO) charge in e.
CARTESIAN COORDINATES (ANGSTROEM)
O (0.65, 1.77, 0.59)  -0.719
C (-0.59, 1.47, 0.03)  -0.088
C (-0.62, 0.05, -0.47)  0.081
C (-0.32, -1.03, 0.57)  -0.473
C (0.97, -1.25, -0.13)  -0.054
O (0.60, -0.19, -1.21)  -0.561
H (1.22, 1.33, -0.17)  0.477
H (-1.35, 1.61, 0.80)  0.177
H (-0.80, 2.17, -0.80)  0.162
H (-1.51, -0.14, -1.09)  0.182
H (-0.98, -1.89, 0.57)  0.215
H (-0.22, -0.66, 1.58)  0.222
H (1.06, -2.17, -0.70)  0.187
H (1.88, -1.07, 0.44)  0.191

---

C19H46Cl6N2O5 | ωB97M-V with the def2-TZVPD basis set

Calculated values
* HOMO: -9.26 eV
* Kohn-Sham gap: 0.338 Eh
* LUMO level: -0.1 eV
* total charge: 0
* M: 595.30 g mol⁻¹
* relative energy (zero: lowest compared OMol25 entry of this formula, charge and spin): 0.0 kcal per mole
* electronic energy: -3998.415074 a.u.

Last column: Löwdin charge in e.
CARTESIAN COORDINATES (ANGSTROEM)
C (-0.66, -0.74, 0.61)  -0.042
C (0.62, -0.34, -0.04)  -0.572
N (1.56, 0.28, 0.69)  0.189
O (0.82, -0.62, -1.23)  0.012
H (-0.58, -0.78, 1.70)  0.027
H (-0.93, -1.74, 0.28)  0.062
H (-1.48, -0.08, 0.34)  0.020
H (2.43, 0.41, 0.21)  0.074
H (1.45, 0.63, 1.62)  0.059
C (-5.05, -3.56, 1.72)  -0.003
C (-4.04, -2.41, 1.66)  -0.570
N (-3.70, -1.85, 2.86)  0.148
O (-3.49, -2.08, 0.62)  0.033
H (-4.64, -4.35, 1.10)  0.083
H (-6.03, -3.26, 1.36)  0.084
H (-5.25, -3.83, 2.76)  0.068
H (-4.05, -2.16, 3.74)  0.089
H (-3.06, -1.07, 2.84)  0.019
C (4.50, 2.96, 3.17)  -0.062
C (4.47, 2.76, 1.67)  -0.459
C (4.96, 1.39, 1.17)  -0.038
O (3.10, 2.87, 1.19)  -0.080
H (3.92, 2.17, 3.67)  0.080
H (4.03, 3.90, 3.47)  0.080
H (5.52, 2.86, 3.55)  0.086
H (5.00, 3.57, 1.15)  0.133
H (4.61, 0.66, 1.90)  0.078
H (6.05, 1.39, 1.12)  0.082
H (4.54, 1.20, 0.19)  0.052
H (2.65, 3.44, 1.84)  0.075
C (-1.19, 1.46, -5.88)  -0.054
C (-0.47, 1.22, -4.57)  -0.471
C (-1.27, 1.49, -3.31)  -0.049
O (-0.01, -0.14, -4.56)  -0.083
H (-1.99, 2.19, -5.84)  0.073
H (-1.70, 0.54, -6.18)  0.080
H (-0.52, 1.60, -6.74)  0.076
H (0.45, 1.81, -4.51)  0.087
H (-0.54, 1.47, -2.49)  0.066
H (-2.01, 0.71, -3.11)  0.085
H (-1.62, 2.52, -3.24)  0.082
H (-0.27, -0.60, -3.76)  0.029
C (0.28, -3.99, -1.62)  -0.061
C (-1.20, -3.90, -2.02)  -0.450
C (-1.61, -2.51, -2.58)  -0.042
O (-1.36, -4.76, -3.15)  -0.054
H (0.92, -3.59, -2.41)  0.086
H (0.60, -5.02, -1.39)  0.076
H (0.54, -3.43, -0.72)  0.066
H (-1.84, -4.04, -1.14)  0.122
H (-2.57, -2.65, -3.08)  0.087
H (-0.86, -2.34, -3.36)  0.067
H (-1.51, -1.65, -1.91)  0.052
H (-0.63, -5.39, -3.09)  0.070
Cl (-1.79, 0.46, 4.41)  0.591
C (-0.77, -0.27, 5.70)  -0.605
C (0.05, -1.45, 5.20)  -0.622
Cl (1.17, -0.94, 3.90)  0.583
H (-1.45, -0.50, 6.51)  0.071
H (-0.08, 0.51, 6.01)  0.064
H (-0.57, -2.28, 4.87)  0.073
H (0.70, -1.80, 6.01)  0.071
Cl (4.03, -0.58, -4.96)  0.524
C (3.11, -0.36, -3.44)  -0.653
C (3.35, 0.95, -2.73)  -0.642
Cl (3.12, 2.36, -3.80)  0.556
H (3.42, -1.21, -2.83)  0.066
H (2.05, -0.46, -3.65)  0.034
H (4.37, 1.04, -2.36)  0.058
H (2.61, 1.12, -1.95)  0.038
Cl (-2.08, 2.40, 0.58)  0.608
C (-2.42, 3.11, 2.18)  -0.700
C (-2.80, 4.57, 2.23)  -0.633
Cl (-1.45, 5.58, 1.60)  0.531
H (-1.51, 3.00, 2.77)  0.039
H (-3.19, 2.50, 2.66)  0.054
H (-3.05, 4.97, 3.21)  0.070
H (-3.69, 4.67, 1.59)  0.073

---

CH3IN2 | ωB97M-V with the def2-TZVPD basis set

Calculated values
* HOMO (alpha / beta): -8.14 / -7.93 eV
* Kohn-Sham gap (alpha / beta): 0.311 / 0.280 Eh
* LUMO level (alpha / beta): 0.3 / -0.3 eV
* total charge: 0
* M: 169.95 g mol⁻¹
* relative energy (zero: lowest compared OMol25 entry of this formula, charge and spin): 61.9 kcal per mole
* electronic energy: -446.944921 a.u.

Last column: natural (NBO) charge in e.
CARTESIAN COORDINATES (ANGSTROEM)
C (-0.38, -1.03, 0.44)  -0.529
N (1.50, 2.07, 0.38)  -0.314
N (2.40, 1.71, -0.21)  -0.012
I (-1.09, 0.84, -0.04)  0.200
H (-0.30, -1.68, -0.35)  0.169
H (-0.58, -1.45, 1.35)  0.170
H (1.67, 2.87, 1.08)  0.315

---

C4H5ClO | ωB97M-V with the def2-TZVPD basis set

Calculated values
* HOMO (alpha / beta): -5.73 / -9.11 eV
* Kohn-Sham gap (alpha / beta): 0.234 / 0.244 Eh
* <S²>: 2.009
* spin multiplicity: 3
* LUMO level (alpha / beta): 0.6 / -2.5 eV
* total charge: 0
* M: 104.54 g mol⁻¹
* relative energy (zero: lowest compared OMol25 entry of this formula, charge and spin): 43.3 kcal per mole
* electronic energy: -690.582004 a.u.

Last column: Mulliken spin population.
CARTESIAN COORDINATES (ANGSTROEM)
C (-0.83, 1.69, 0.11)  0.998
C (-0.54, 0.65, 0.92)  0.646
C (0.84, -1.29, -1.82)  -0.001
C (-0.35, -0.19, 1.85)  0.089
O (-0.12, -1.01, -1.16)  0.006
Cl (1.29, -0.31, 2.49)  0.176
H (-1.11, 2.62, 0.59)  0.018
H (1.65, -2.02, -1.47)  0.000
H (1.04, -0.75, -2.82)  0.001
H (-0.97, -0.89, 2.30)  0.038
H (-0.88, 1.49, -0.99)  0.030

---

C3H5P3 | ωB97M-V with the def2-TZVPD basis set

Calculated values
* HOMO: -8.62 eV
* Kohn-Sham gap: 0.285 Eh
* LUMO level: -0.9 eV
* total charge: 0
* M: 134.00 g mol⁻¹
* relative energy (zero: lowest compared OMol25 entry of this formula, charge and spin): 0.0 kcal per mole
* electronic energy: -1141.314564 a.u.

Last column: natural (NBO) charge in e.
CARTESIAN COORDINATES (ANGSTROEM)
C (-1.96, 0.34, 0.04)  -0.796
P (-0.19, 0.31, 1.06)  0.493
C (0.59, -1.22, 0.59)  -0.989
P (2.08, -1.24, -0.23)  0.729
C (2.11, 0.49, -0.67)  -1.018
P (0.94, 1.63, -0.22)  0.420
H (-2.74, 0.34, 0.79)  0.222
H (-1.98, -0.56, -0.56)  0.228
H (-1.98, 1.23, -0.56)  0.226
H (0.21, -2.13, 1.04)  0.244
H (2.93, 0.82, -1.29)  0.239

---

- What is the formula in the sixth record?
  C3H5P3